1.
Density functional theory data (ωB97M-V/def2-TZVPD) for a 7-piece molecular cluster, C21H28O21 overall at a distorted geometry.

The calculation puts the largest force on an atom at 2.3 eV/Å. Its highest occupied orbital energy is -10.60 eV. The frontier orbital gap comes out at 10.68 eV. As for the SMILES: O=C1OCCO1.O=C1OCCO1.O=C1OCCO1.O=C1OCCO1.O=C1OCCO1.O=C1OCCO1.O=C1OCCO1. Its total energy is -2397.098494 Ha. Its energy above the lowest of the compared OMol25 structures with the same formula, charge and spin is 12.5 kcal/mol.

Structure (XYZ):
```
70
Properties=species:S:1:pos:R:3:forces:R:3
O -1.230 1.651 3.779 -0.2 -0.3 -0.3
C -1.384 2.768 4.146 0.4 -0.2 1.0
O -1.562 3.831 3.374 0.1 0.3 -1.3
C -1.695 5.011 4.125 -0.7 0.4 2.2
C -1.260 4.551 5.545 1.0 0.3 -0.3
O -1.360 3.129 5.455 -0.2 0.1 0.1
H -1.113 5.857 3.778 0.2 -0.3 -0.4
H -2.743 5.307 4.189 -0.1 0.0 -0.4
H -1.792 4.937 6.411 -0.6 -0.2 -0.3
H -0.217 4.810 5.752 0.1 -0.1 -0.2
O 4.861 1.974 -4.211 0.0 0.0 0.0
C 4.290 1.364 -3.367 0.0 0.3 0.3
O 3.895 0.087 -3.483 0.0 -0.5 0.0
C 3.258 -0.371 -2.274 0.3 0.3 -0.7
C 3.362 0.841 -1.346 0.2 -0.7 -0.1
O 3.961 1.857 -2.146 -0.2 0.1 -0.4
H 2.236 -0.624 -2.546 0.0 -0.1 0.3
H 3.813 -1.230 -1.906 -0.2 -0.1 0.0
H 4.068 0.628 -0.549 -0.4 0.1 0.4
H 2.352 1.088 -1.029 0.3 0.5 0.4
O -4.435 -0.967 2.459 0.3 -0.3 -0.6
C -4.711 -0.331 3.410 -0.6 0.5 0.4
O -4.404 0.985 3.581 0.5 -0.3 0.1
C -4.839 1.416 4.848 -1.2 0.4 0.8
C -5.502 0.186 5.477 1.2 0.1 0.2
O -5.438 -0.794 4.451 -0.3 0.0 -0.1
H -4.076 1.772 5.541 0.5 0.0 -0.6
H -5.582 2.210 4.743 0.2 0.1 -0.3
H -6.503 0.421 5.828 -0.1 -0.5 -0.1
H -4.842 -0.177 6.266 -0.5 0.0 0.3
O -2.651 3.401 -5.515 0.2 0.3 -0.2
C -2.621 2.383 -4.911 0.0 -0.4 -0.4
O -2.458 1.146 -5.470 -0.1 0.4 0.4
C -2.888 0.190 -4.490 -0.1 0.0 -0.2
C -2.662 0.930 -3.187 -0.4 -1.0 0.0
O -2.775 2.293 -3.577 0.2 -0.1 0.4
H -3.949 0.002 -4.664 0.1 -0.2 0.0
H -2.303 -0.723 -4.561 0.0 0.0 -0.2
H -1.699 0.635 -2.771 0.1 0.6 0.1
H -3.451 0.664 -2.485 0.1 0.3 0.2
O -0.182 -3.707 -7.221 -1.0 0.1 -0.3
C 0.365 -3.294 -6.263 1.2 -0.5 0.4
O 1.723 -3.167 -6.228 0.2 0.2 -0.4
C 2.124 -2.551 -5.029 0.4 -0.4 1.0
C 0.905 -2.730 -4.151 -0.3 0.5 1.4
O -0.150 -3.004 -5.047 -0.6 0.2 -0.8
H 2.949 -3.094 -4.559 0.1 0.0 -0.5
H 2.445 -1.515 -5.161 -0.3 0.0 -0.3
H 0.676 -1.849 -3.546 -0.2 0.0 -0.3
H 0.943 -3.550 -3.424 0.3 -0.1 -0.3
O -0.602 -1.324 -1.537 0.4 -0.3 -0.6
C -0.611 -1.074 -0.376 -1.2 0.8 0.8
O 0.394 -0.528 0.319 0.7 -0.3 -0.7
C 0.060 -0.538 1.694 -0.1 0.5 0.8
C -1.467 -0.590 1.652 1.2 0.3 1.7
O -1.726 -1.188 0.401 0.3 -0.4 -0.5
H 0.523 -1.389 2.202 -0.1 -0.1 -0.3
H 0.445 0.348 2.195 -0.1 0.1 -0.3
H -1.907 0.399 1.768 -0.2 -0.1 -0.4
H -1.726 -1.172 2.536 -0.8 -0.3 -0.5
O 3.259 -1.080 2.157 0.0 0.1 -0.3
C 4.082 -1.806 1.693 -0.5 0.5 0.7
O 4.676 -1.643 0.508 0.2 -0.1 -0.4
C 5.509 -2.777 0.231 0.3 0.6 -0.4
C 5.509 -3.575 1.532 0.1 0.4 -0.6
O 4.550 -2.883 2.333 0.1 -0.9 0.1
H 5.077 -3.304 -0.618 0.0 -0.1 0.0
H 6.502 -2.411 -0.027 -0.1 0.0 -0.1
H 6.478 -3.518 2.019 0.0 -0.3 0.2
H 5.226 -4.593 1.276 -0.2 -0.1 0.7
```
Forces are in eV/Å.

---

2.
Density functional theory data (ωB97M-V/def2-TZVPD) for C21H29BrFGaNO as an isolated structure.

The calculation puts the largest force on an atom at 1.0 eV/Å. Its highest occupied orbital energy is -11.38 eV. The frontier orbital gap comes out at 8.07 eV. Its total energy is -5546.112701 Ha. Its net charge is +1. Its energy above the lowest of the compared OMol25 structures with the same formula, charge and spin is 0.0 kcal/mol.

Structure (XYZ):
```
55
Properties=species:S:1:pos:R:3:forces:R:3
Ga -1.157 -2.032 -2.362 -0.7 -0.6 0.1
C 3.189 0.362 3.533 -0.1 0.0 0.0
C 1.658 0.433 3.413 0.1 0.0 0.1
C 1.048 -0.482 4.478 0.0 0.1 -0.1
C 1.186 1.870 3.679 0.0 -0.1 0.0
C 1.256 0.020 2.002 0.0 -0.1 0.0
C 0.439 -1.068 1.750 -0.1 0.0 0.1
C 0.140 -1.368 0.437 0.0 -0.1 -0.2
Br -1.055 -2.867 0.105 0.1 0.2 0.0
C 0.605 -0.671 -0.671 -0.2 -0.1 0.3
O 0.277 -1.049 -1.929 0.2 0.1 -0.3
C 1.427 0.446 -0.422 0.0 0.0 -0.1
C 1.715 0.748 0.901 0.0 -0.1 0.1
C 1.955 1.314 -1.570 0.0 0.0 -0.1
C 0.764 1.901 -2.348 0.1 0.0 0.0
C 2.795 2.484 -1.052 -0.1 -0.1 0.0
C 2.850 0.485 -2.507 -0.1 0.0 0.1
H 3.491 0.621 4.549 0.0 0.0 0.0
H 3.682 1.053 2.849 0.0 0.0 0.0
H 3.544 -0.648 3.318 0.0 0.0 0.0
H 1.373 -0.147 5.463 0.0 0.0 0.0
H 1.378 -1.515 4.353 0.0 0.0 0.0
H -0.043 -0.446 4.458 0.0 0.0 0.0
H 1.446 2.158 4.699 0.0 0.0 0.0
H 0.103 1.947 3.568 0.0 0.0 0.0
H 1.654 2.584 3.001 0.0 0.0 0.0
H 0.024 -1.671 2.545 0.0 0.0 0.0
H 2.340 1.605 1.103 0.0 0.0 0.0
H 0.100 2.447 -1.674 0.0 0.0 0.0
H 0.194 1.121 -2.850 0.0 0.1 0.0
H 1.126 2.596 -3.107 0.0 0.0 0.0
H 2.209 3.152 -0.417 0.0 0.0 0.0
H 3.151 3.065 -1.902 0.0 0.0 0.0
H 3.668 2.135 -0.498 0.0 0.1 0.0
H 2.282 -0.279 -3.032 0.0 -0.1 0.0
H 3.649 0.001 -1.942 0.0 0.0 0.0
H 3.308 1.140 -3.251 0.0 0.0 0.0
F -5.323 1.442 1.197 0.0 0.0 0.0
C -4.785 0.676 0.240 0.1 -0.1 -0.1
C -3.650 1.122 -0.414 0.0 0.1 0.1
C -3.104 0.324 -1.402 0.0 -0.2 -0.1
C -3.679 -0.903 -1.742 0.0 0.1 0.1
C -3.086 -1.739 -2.840 1.0 -0.1 0.0
C -4.811 -1.326 -1.053 0.1 0.0 0.0
C -5.372 -0.537 -0.061 -0.1 0.0 0.1
H -3.213 2.073 -0.144 0.0 0.0 0.0
H -2.214 0.658 -1.928 0.0 0.1 0.0
H -3.125 -1.239 -3.807 -0.1 0.0 0.0
H -3.560 -2.715 -2.925 0.0 0.0 0.0
H -5.266 -2.279 -1.292 0.0 0.0 0.0
H -6.256 -0.851 0.478 0.0 0.0 0.0
N -0.215 -3.808 -3.158 -0.2 0.6 0.1
H -0.362 -3.978 -4.149 0.0 0.0 0.0
H -0.536 -4.633 -2.661 0.0 -0.1 0.0
H 0.788 -3.734 -3.007 0.1 0.0 0.0
```
Forces are in eV/Å.

---

3.
Density functional theory data (ωB97M-V/def2-TZVPD) for C21H29BrFeN9OS3 as an isolated structure.

The calculation puts the largest force on an atom at 0.6 eV/Å. Its highest occupied orbital energy (alpha / beta) is -4.14 / -4.30 eV. Its spin multiplicity is 5. The frontier orbital gap (alpha / beta) comes out at 6.23 / 6.39 eV. Its total energy is -6418.020647 Ha. Its net charge is -1. Its energy above the lowest of the compared OMol25 structures with the same formula, charge and spin is 10.6 kcal/mol.

Structure (XYZ):
```
65
Properties=species:S:1:pos:R:3:forces:R:3
Fe 0.368 -0.367 -0.310 0.2 -0.4 0.1
S 2.500 -0.479 1.071 -0.2 0.0 -0.1
C 1.338 -0.213 2.320 0.0 0.1 0.0
S -0.322 -0.632 2.003 0.0 0.0 0.0
C 1.702 0.365 3.527 0.0 0.1 0.2
C 3.029 0.821 3.772 -0.1 0.0 -0.1
N 4.088 1.230 3.979 0.1 0.0 0.1
C 0.755 0.609 4.563 0.1 -0.1 -0.1
N 0.006 0.805 5.417 -0.1 0.1 0.1
C -3.075 3.528 -1.723 0.1 0.1 0.0
N -3.408 2.115 -1.615 -0.1 -0.2 -0.1
C -2.716 1.271 -0.789 0.1 0.1 0.4
S -2.240 -0.261 -1.304 -0.1 0.0 -0.2
N -2.447 1.693 0.448 -0.2 -0.2 -0.2
C -3.143 2.735 1.170 -0.1 0.0 0.0
H -2.692 3.732 -2.724 0.0 0.0 0.0
H -2.284 3.777 -1.020 -0.1 0.0 -0.1
H -3.937 4.170 -1.526 0.0 0.0 0.0
H -3.598 1.659 -2.495 0.0 0.0 0.1
H -1.817 1.091 0.978 0.0 0.0 0.1
H -4.115 2.916 0.710 0.0 0.0 0.0
H -2.585 3.674 1.199 0.0 0.0 0.0
H -3.294 2.395 2.193 0.0 0.0 0.0
C -2.450 0.567 -5.915 0.0 0.1 0.0
C -1.313 -0.426 -6.111 0.0 -0.1 -0.1
C -1.500 -1.650 -5.217 0.0 0.0 0.0
C 0.061 0.212 -5.900 0.0 0.0 0.2
N 0.249 0.657 -4.527 0.3 0.1 0.2
C 0.740 -0.023 -3.486 -0.5 0.2 0.2
N 0.620 0.722 -2.409 0.3 0.2 -0.5
N 0.088 1.894 -2.823 0.0 -0.2 -0.4
N -0.140 1.865 -4.091 0.0 0.0 0.3
H -3.403 0.093 -6.146 0.0 0.0 0.0
H -2.342 1.447 -6.550 0.0 0.0 0.0
H -2.490 0.908 -4.880 0.0 0.0 0.1
H -1.309 -0.751 -7.159 0.0 0.0 0.1
H -1.507 -1.379 -4.159 0.0 0.0 0.0
H -0.716 -2.395 -5.367 0.0 0.0 0.0
H -2.456 -2.130 -5.425 0.0 0.0 0.0
H 0.226 1.079 -6.541 -0.1 0.0 0.0
H 0.847 -0.519 -6.098 0.0 0.0 0.0
H 1.077 -1.042 -3.502 0.1 -0.1 -0.1
Br 0.948 -6.231 -3.876 0.0 -0.1 0.0
C 0.792 -4.635 -2.845 0.0 0.1 0.0
C -0.417 -4.316 -2.254 0.1 0.0 -0.1
C -0.516 -3.131 -1.532 -0.1 0.1 0.0
C 0.543 -2.228 -1.362 -0.1 -0.1 0.0
C 1.748 -2.644 -1.951 0.1 0.1 0.2
C 1.894 -3.813 -2.690 -0.1 -0.1 0.0
H -1.265 -4.980 -2.361 0.0 0.0 0.0
H -1.479 -2.913 -1.080 0.0 0.0 0.0
H 2.638 -2.034 -1.812 0.0 0.0 0.0
H 2.845 -4.089 -3.126 0.0 0.0 0.0
C 1.888 4.889 -0.937 0.0 0.0 0.0
N 1.751 3.508 -0.549 -0.1 0.0 0.1
C 2.946 2.686 -0.565 0.0 0.0 0.1
C 0.563 3.008 -0.195 0.0 0.1 0.0
O 0.328 1.862 0.148 0.1 0.0 -0.1
H 2.241 4.960 -1.968 0.0 0.0 0.0
H 2.602 5.401 -0.287 0.0 0.0 0.0
H 0.925 5.391 -0.861 0.0 0.0 0.0
H 3.435 2.791 -1.536 0.0 -0.1 0.0
H 2.674 1.649 -0.375 0.0 0.0 0.0
H 3.630 2.999 0.227 0.0 0.0 0.0
H -0.239 3.765 -0.218 0.0 0.0 0.0
```
Forces are in eV/Å.

---

Repeat the second record exactly.
Density functional theory data (ωB97M-V/def2-TZVPD) for C21H29BrFGaNO as an isolated structure.

The calculation puts the largest force on an atom at 1.0 eV/Å. Its highest occupied orbital energy is -11.38 eV. The frontier orbital gap comes out at 8.07 eV. Its total energy is -5546.112701 Ha. Its net charge is +1. Its energy above the lowest of the compared OMol25 structures with the same formula, charge and spin is 0.0 kcal/mol.

Structure (XYZ):
```
55
Properties=species:S:1:pos:R:3:forces:R:3
Ga -1.157 -2.032 -2.362 -0.7 -0.6 0.1
C 3.189 0.362 3.533 -0.1 0.0 0.0
C 1.658 0.433 3.413 0.1 0.0 0.1
C 1.048 -0.482 4.478 0.0 0.1 -0.1
C 1.186 1.870 3.679 0.0 -0.1 0.0
C 1.256 0.020 2.002 0.0 -0.1 0.0
C 0.439 -1.068 1.750 -0.1 0.0 0.1
C 0.140 -1.368 0.437 0.0 -0.1 -0.2
Br -1.055 -2.867 0.105 0.1 0.2 0.0
C 0.605 -0.671 -0.671 -0.2 -0.1 0.3
O 0.277 -1.049 -1.929 0.2 0.1 -0.3
C 1.427 0.446 -0.422 0.0 0.0 -0.1
C 1.715 0.748 0.901 0.0 -0.1 0.1
C 1.955 1.314 -1.570 0.0 0.0 -0.1
C 0.764 1.901 -2.348 0.1 0.0 0.0
C 2.795 2.484 -1.052 -0.1 -0.1 0.0
C 2.850 0.485 -2.507 -0.1 0.0 0.1
H 3.491 0.621 4.549 0.0 0.0 0.0
H 3.682 1.053 2.849 0.0 0.0 0.0
H 3.544 -0.648 3.318 0.0 0.0 0.0
H 1.373 -0.147 5.463 0.0 0.0 0.0
H 1.378 -1.515 4.353 0.0 0.0 0.0
H -0.043 -0.446 4.458 0.0 0.0 0.0
H 1.446 2.158 4.699 0.0 0.0 0.0
H 0.103 1.947 3.568 0.0 0.0 0.0
H 1.654 2.584 3.001 0.0 0.0 0.0
H 0.024 -1.671 2.545 0.0 0.0 0.0
H 2.340 1.605 1.103 0.0 0.0 0.0
H 0.100 2.447 -1.674 0.0 0.0 0.0
H 0.194 1.121 -2.850 0.0 0.1 0.0
H 1.126 2.596 -3.107 0.0 0.0 0.0
H 2.209 3.152 -0.417 0.0 0.0 0.0
H 3.151 3.065 -1.902 0.0 0.0 0.0
H 3.668 2.135 -0.498 0.0 0.1 0.0
H 2.282 -0.279 -3.032 0.0 -0.1 0.0
H 3.649 0.001 -1.942 0.0 0.0 0.0
H 3.308 1.140 -3.251 0.0 0.0 0.0
F -5.323 1.442 1.197 0.0 0.0 0.0
C -4.785 0.676 0.240 0.1 -0.1 -0.1
C -3.650 1.122 -0.414 0.0 0.1 0.1
C -3.104 0.324 -1.402 0.0 -0.2 -0.1
C -3.679 -0.903 -1.742 0.0 0.1 0.1
C -3.086 -1.739 -2.840 1.0 -0.1 0.0
C -4.811 -1.326 -1.053 0.1 0.0 0.0
C -5.372 -0.537 -0.061 -0.1 0.0 0.1
H -3.213 2.073 -0.144 0.0 0.0 0.0
H -2.214 0.658 -1.928 0.0 0.1 0.0
H -3.125 -1.239 -3.807 -0.1 0.0 0.0
H -3.560 -2.715 -2.925 0.0 0.0 0.0
H -5.266 -2.279 -1.292 0.0 0.0 0.0
H -6.256 -0.851 0.478 0.0 0.0 0.0
N -0.215 -3.808 -3.158 -0.2 0.6 0.1
H -0.362 -3.978 -4.149 0.0 0.0 0.0
H -0.536 -4.633 -2.661 0.0 -0.1 0.0
H 0.788 -3.734 -3.007 0.1 0.0 0.0
```
Forces are in eV/Å.